(1)
{
  "formula": "C34H41IrN3O6PTe",
  "method": "ωB97M-V/def2-TZVPD",
  "symbols": ["Ir", "O", "N", "N", "O", "C", "C", "C", "C", "C", "C", "H", "H", "H", "H", "H", "C", "O", "P", "O", "C", "O", "C", "H", "H", "H", "H", "H", "H", "H", "H", "H", "C", "C", "C", "C", "C", "C", "Te", "N", "C", "O", "C", "C", "C", "C", "C", "C", "C", "C", "C", "C", "C", "C", "C", "C", "C", "C", "C", "C", "H", "H", "H", "H", "H", "H", "H", "H", "H", "H", "H", "H", "H", "H", "H", "H", "H", "H", "H", "H", "H", "H", "H", "H", "H", "H", "H"],
  "positions_angstrom": [[-0.21611, 0.34911, 0.41699], [1.72457, 0.06895, 0.30529], [1.31914, -0.90043, 1.01287], [0.86824, -2.10775, -0.16320], [-0.02630, -1.70270, -0.87052], [1.42134, -3.34226, -0.25327], [2.50875, -3.62556, 0.60292], [3.10967, -4.85645, 0.50064], [2.62753, -5.78256, -0.42670], [1.54175, -5.49979, -1.26718], [0.92633, -4.27868, -1.19164], [2.84396, -2.87994, 1.31052], [3.94603, -5.11045, 1.13599], [3.10315, -6.75319, -0.49413], [1.19091, -6.24681, -1.96548], [0.08259, -4.01806, -1.81593], [1.45772, 2.16575, 4.12963], [1.17193, 1.51127, 2.85879], [-0.22140, 1.62653, 2.16564], [-0.57882, 3.14067, 1.93501], [0.07481, 3.94726, 0.93196], [-1.25236, 1.21682, 3.27085], [-2.67492, 1.13235, 3.01692], [1.59448, 3.23116, 3.96219], [2.37631, 1.71928, 4.49159], [0.64732, 1.98706, 4.83100], [-0.69114, 4.55596, 0.46256], [0.55866, 3.31843, 0.18310], [0.81356, 4.57878, 1.41895], [-3.09845, 2.13345, 2.99739], [-3.09388, 0.55746, 3.83482], [-2.86467, 0.62591, 2.07060], [1.84364, 4.72216, -7.54050], [1.47533, 3.78800, -6.42414], [1.95781, 3.98498, -5.13550], [1.64747, 3.11853, -4.09692], [2.21194, 3.39510, -2.72443], [0.82587, 2.01901, -4.38537], [0.51490, 0.66995, -2.81838], [-1.46362, 0.82891, -2.71088], [-2.13138, 1.20117, -1.66388], [-1.77813, 1.24700, -0.38610], [-3.52908, 1.64969, -1.89792], [-4.48177, 1.53969, -0.88710], [-5.78135, 1.95919, -1.11403], [-6.12845, 2.50894, -2.34142], [-5.17800, 2.63157, -3.34639], [-3.88193, 2.19484, -3.13070], [0.92175, -1.17182, -3.78509], [0.01893, -2.21951, -4.02818], [-1.46216, -2.19317, -3.76076], [0.52979, -3.37939, -4.60794], [1.87036, -3.53228, -4.93130], [2.37254, -4.79115, -5.57989], [2.73364, -2.47935, -4.65733], [2.28968, -1.29515, -4.08555], [3.28679, -0.18471, -3.86109], [0.29382, 1.80076, -5.66491], [-0.62421, 0.65738, -6.00311], [0.63760, 2.70267, -6.66129], [2.34001, 5.61585, -7.16774], [0.96068, 5.02552, -8.10292], [2.51976, 4.22709, -8.23995], [2.58569, 4.84424, -4.93031], [2.58797, 4.41459, -2.67255], [3.04416, 2.72831, -2.48460], [1.46029, 3.28840, -1.93996], [-4.20459, 1.11944, 0.06978], [-6.52481, 1.86260, -0.33433], [-7.14280, 2.84365, -2.51427], [-5.44912, 3.06801, -4.29826], [-3.13390, 2.28066, -3.90712], [-1.76496, -1.45123, -3.03460], [-1.79943, -3.17287, -3.41918], [-2.00400, -1.97943, -4.68458], [-0.16104, -4.18871, -4.82328], [1.75796, -5.65027, -5.31284], [3.40561, -4.99704, -5.30185], [2.34140, -4.69514, -6.66681], [3.78574, -2.57488, -4.90256], [4.30201, -0.56611, -3.94552], [3.20250, 0.26980, -2.86842], [3.16578, 0.61037, -4.60165], [-1.25655, 0.37995, -5.16244], [-0.05747, -0.22066, -6.32169], [-1.27982, 0.94033, -6.82545], [0.22741, 2.55844, -7.65488]],
  "orbital_gap_ev": 5.44,
  "relative_energy_ev": 3.3416,
  "multiplicity": 1,
  "charge": 2,
  "largest_force_ev_per_a": 1.363
}



(2)
{
  "formula": "C34H41IrN5P2S2Se",
  "method": "ωB97M-V/def2-TZVPD",
  "symbols": ["Ir", "C", "S", "C", "C", "C", "N", "P", "C", "C", "C", "C", "C", "C", "C", "C", "C", "C", "C", "C", "P", "C", "C", "C", "C", "C", "C", "C", "C", "C", "C", "C", "C", "H", "H", "H", "H", "H", "H", "H", "H", "H", "H", "H", "H", "H", "H", "H", "H", "H", "H", "H", "H", "H", "H", "H", "H", "H", "H", "H", "H", "H", "N", "C", "N", "S", "H", "H", "H", "H", "C", "N", "C", "C", "N", "C", "C", "Se", "H", "H", "H", "H", "H", "H", "H", "H"],
  "positions_angstrom": [[1.34913, -0.91493, 0.86677], [-2.96600, 4.30316, -2.92592], [-1.49150, 5.09751, -2.25408], [-1.76080, 4.88096, -0.46905], [-0.84115, 3.82196, 0.13681], [-1.10005, 2.45317, -0.46770], [-0.19352, 1.41787, 0.06962], [-0.24159, 0.56163, 1.54407], [1.31411, 0.99819, 2.36044], [2.04397, 2.16007, 2.03927], [3.20991, 2.46216, 2.71164], [3.66412, 1.62143, 3.72477], [2.95358, 0.47801, 4.07919], [1.79152, 0.16349, 3.40305], [-1.69842, 0.93867, 2.48355], [-1.60181, 1.65076, 3.68093], [-2.76144, 1.98102, 4.36450], [-3.99737, 1.60345, 3.85797], [-4.09042, 0.88441, 2.67079], [-2.94202, 0.54101, 1.98175], [0.55934, 0.21615, -0.88109], [-0.77117, -0.48813, -1.86636], [-1.01186, 0.01493, -3.14904], [-2.13876, -0.38582, -3.85209], [-3.03769, -1.27392, -3.27827], [-2.81611, -1.75567, -1.99418], [-1.68534, -1.37138, -1.29321], [1.78532, 0.90659, -1.96679], [2.37545, 2.13606, -1.67633], [3.34477, 2.65230, -2.52013], [3.73927, 1.93564, -3.64138], [3.17154, 0.69700, -3.92182], [2.19675, 0.17992, -3.08815], [-2.92816, 4.44131, -4.00485], [-3.86643, 4.78739, -2.55297], [-3.00244, 3.23431, -2.71083], [-2.81041, 4.63263, -0.30430], [-1.58007, 5.84075, 0.01230], [-0.96781, 3.78982, 1.22404], [0.19426, 4.10956, -0.06947], [-0.91598, 2.50214, -1.54414], [-2.13942, 2.14479, -0.32657], [1.66229, 2.82490, 1.27518], [3.76306, 3.35782, 2.46450], [4.57424, 1.87089, 4.25479], [3.30256, -0.14934, 4.88833], [1.21077, -0.70623, 3.70272], [-0.63877, 1.95434, 4.07178], [-2.70057, 2.53487, 5.29109], [-4.89854, 1.87160, 4.39281], [-5.05923, 0.59259, 2.28923], [-3.01067, -0.02446, 1.05812], [-0.33441, 0.72810, -3.60029], [-2.31787, 0.00598, -4.84403], [-3.91889, -1.57951, -3.82630], [-3.53532, -2.42332, -1.53723], [-1.52685, -1.72361, -0.28048], [2.06487, 2.70092, -0.80618], [3.78782, 3.61582, -2.30934], [4.48887, 2.34580, -4.30463], [3.48425, 0.14292, -4.79633], [1.75558, -0.78429, -3.31301], [5.02306, -3.06532, -0.49586], [4.42456, -2.49095, 0.52759], [4.45179, -3.04922, 1.72743], [3.64815, -0.93957, 0.27784], [5.60546, -3.88598, -0.39871], [4.99589, -2.61105, -1.39476], [4.96016, -3.90175, 1.91767], [4.12546, -2.51317, 2.51376], [-0.04219, -4.36382, -2.21363], [-0.84495, -4.47766, -0.99908], [-2.06308, -5.09890, -0.91717], [-2.46707, -5.02131, 0.37627], [-1.48938, -4.34905, 1.06391], [-1.50409, -4.08769, 2.50213], [-0.50119, -4.02429, 0.21628], [1.19003, -3.29991, 0.66812], [-0.65712, -4.67641, -3.05228], [0.83222, -5.00619, -2.13622], [0.25826, -3.32708, -2.34833], [-2.53358, -5.54641, -1.77516], [-3.35320, -5.39303, 0.86048], [-2.48597, -4.35376, 2.88154], [-1.31504, -3.03100, 2.67928], [-0.74671, -4.69258, 2.99547]],
  "orbital_gap_ev": 4.59,
  "relative_energy_ev": 0.8490,
  "multiplicity": 1,
  "charge": 3,
  "largest_force_ev_per_a": 0.697
}



(3)
{
  "formula": "C34H41MnN3O5P",
  "method": "ωB97M-V/def2-TZVPD",
  "symbols": ["Mn", "C", "C", "C", "C", "C", "O", "C", "N", "C", "C", "C", "C", "C", "C", "P", "C", "C", "C", "C", "C", "C", "C", "C", "C", "C", "C", "C", "H", "H", "H", "H", "H", "H", "H", "H", "H", "H", "H", "H", "H", "H", "H", "H", "H", "H", "H", "H", "H", "H", "H", "H", "C", "C", "O", "H", "H", "H", "H", "H", "H", "C", "C", "C", "C", "C", "C", "O", "N", "C", "O", "N", "C", "O", "H", "H", "H", "H", "H", "H", "H", "H", "H", "H", "H"],
  "positions_angstrom": [[0.99527, -0.31641, -0.36615], [2.34986, 0.06436, -2.97115], [1.89333, 1.51714, -2.92577], [2.72385, 2.31185, -3.93913], [2.04256, 2.16982, -1.54642], [1.58282, 3.63475, -1.55906], [0.65911, 3.73350, -0.44218], [0.42019, 2.54824, 0.02873], [1.14950, 1.58319, -0.48084], [-0.60073, 2.48984, 1.08758], [-1.37724, 3.63130, 1.26816], [-2.35676, 3.67554, 2.25364], [-2.56431, 2.58421, 3.07586], [-1.80272, 1.43226, 2.90811], [-0.82822, 1.37265, 1.91209], [0.18143, -0.10023, 1.92928], [-0.76042, -1.55960, 2.21245], [-0.14211, -2.73496, 2.67558], [-0.88944, -3.88433, 2.84646], [-2.24483, -3.88362, 2.53605], [-2.85721, -2.73527, 2.03784], [-2.12250, -1.57919, 1.86547], [1.60568, 0.10853, 2.97999], [1.65514, -0.50911, 4.23571], [2.71063, -0.23334, 5.09353], [3.71440, 0.64269, 4.71203], [3.65809, 1.28058, 3.47383], [2.60713, 1.02375, 2.61371], [2.23317, -0.34313, -3.97486], [1.77079, -0.63725, -2.33774], [3.39580, -0.04051, -2.67894], [0.83365, 1.57920, -3.20168], [3.77747, 2.32381, -3.65379], [2.38831, 3.34208, -4.04461], [2.65543, 1.85281, -4.92376], [3.07676, 2.07579, -1.19998], [1.00941, 3.89034, -2.44855], [2.37108, 4.36297, -1.39117], [-1.22446, 4.48963, 0.63132], [-2.94977, 4.57151, 2.37665], [-3.31341, 2.61930, 3.85551], [-1.96858, 0.59176, 3.56890], [0.91488, -2.74933, 2.90094], [-0.42074, -4.78343, 3.22223], [-2.82927, -4.78335, 2.67865], [-3.91165, -2.74822, 1.79592], [-2.60919, -0.68953, 1.48698], [0.86780, -1.17086, 4.56662], [2.74027, -0.70031, 6.06858], [4.53588, 0.84729, 5.38564], [4.42622, 1.98892, 3.19425], [2.54796, 1.57003, 1.67790], [3.32928, -2.96937, 0.94970], [3.54998, -2.03613, -0.20368], [2.86634, -0.72200, 0.02413], [3.89032, -3.88570, 0.75928], [2.27772, -3.23868, 1.04661], [3.70087, -2.55088, 1.88682], [3.12541, -2.39500, -1.13860], [4.59625, -1.78051, -0.36232], [3.28115, -0.26204, 0.77247], [-4.53284, 0.16331, -0.52496], [-4.23027, 0.19459, -2.01404], [-2.86192, -0.41597, -2.38455], [-2.62405, -0.25222, -3.92034], [-1.36043, -0.90377, -4.45943], [-2.88274, -1.91124, -2.09949], [-3.79894, -2.63134, -2.32413], [-1.65923, -2.50566, -1.60259], [-0.69526, -1.75206, -1.11714], [0.41516, -2.16306, -0.60573], [-0.73988, -0.40934, -1.08043], [-1.75821, 0.36324, -1.68058], [-1.68528, 1.56065, -1.66329], [-5.53599, 0.54069, -0.33297], [-3.83699, 0.79167, 0.04039], [-4.50484, -0.85753, -0.13483], [-4.23490, 1.22008, -2.38356], [-4.99024, -0.35771, -2.56611], [-2.62183, 0.82170, -4.11393], [-3.50594, -0.66372, -4.41311], [-0.46065, -0.55612, -3.94053], [-1.23542, -0.65196, -5.51119], [-1.39542, -1.99264, -4.39908], [-1.60144, -3.51894, -1.57322]],
  "orbital_gap_ev": [6.22, 7.97],
  "multiplicity": 4,
  "charge": 3,
  "largest_force_ev_per_a": 0.486
}